A 11-piece molecular cluster, C60H53N3O32 overall, computed with ωB97M-V with the def2-TZVPD basis set.

E_HOMO   -9.442 eV
Orbital gap   7.654 eV
E   -4889.964794 Ha
Energy above the lowest of the compared OMol25 structures with the same formula, charge and spin   80.7 kJ/mol
SMILES string   O=C1C=C(O)C(=O)C=C1O.O=C1C=C(O)C(=O)C=C1O.O=C1C=C(O)C(=O)C=C1O.O=C1C=C(O)C(=O)C=C1O.O=C1C=C(O)C(=O)C=C1O.O=C1C=C(O)C(=O)C=C1O.O=C1C=C(O)C(=O)C=C1O.O=C1C=C(O)C(=O)C=C1O.CCCC#N.CCCC#N.CCCC#N
LUMO level   -0.0657 Eh

Geometry as ORCA input:
```
! RIJCOSX wB97M-V def2-TZVPD def2/J DEFGRID3
* xyz 0 1
C 16.171 10.201 15.027
C 16.723 11.400 14.692
C 17.032 12.389 15.783
O 17.444 13.467 15.474
C 16.896 11.982 17.209
C 16.471 10.796 17.561
C 16.033 9.856 16.461
O 15.548 8.812 16.849
O 16.276 10.293 18.789
O 16.760 11.884 13.426
H 15.909 9.410 14.386
H 17.047 12.750 17.945
H 15.710 9.532 18.652
H 17.163 12.760 13.552
C 11.137 20.288 12.348
C 10.131 19.681 12.975
C 8.911 20.449 13.437
O 8.119 19.866 14.136
C 8.840 21.831 13.102
C 9.821 22.466 12.374
C 11.002 21.651 11.935
O 11.780 22.227 11.191
O 9.825 23.742 12.072
O 10.317 18.399 13.404
H 12.023 19.847 12.139
H 7.997 22.443 13.434
H 10.543 23.925 11.456
H 9.504 18.294 13.935
C 14.806 13.640 11.646
C 13.776 13.437 10.801
C 13.303 14.460 9.732
O 12.170 14.254 9.232
C 14.111 15.589 9.598
C 15.372 15.579 10.127
C 15.799 14.528 11.189
O 16.959 14.509 11.564
O 16.117 16.661 10.069
O 13.030 12.375 10.800
H 15.027 12.918 12.380
H 13.651 16.323 8.961
H 16.995 16.473 10.467
H 12.282 12.556 10.178
C 12.223 9.726 13.869
C 11.415 8.905 13.232
C 10.388 9.352 12.166
O 10.044 8.551 11.329
C 9.967 10.727 12.208
C 10.650 11.542 12.964
C 11.899 11.172 13.690
O 12.551 12.120 14.067
O 10.498 12.848 13.074
O 11.505 7.524 13.365
H 12.933 9.329 14.542
H 9.173 11.050 11.495
H 11.161 13.249 13.646
H 11.105 7.197 12.537
C 20.640 17.765 10.128
C 21.890 17.876 10.569
C 22.480 16.892 11.540
O 23.621 17.149 11.820
C 21.656 15.857 12.128
C 20.363 15.874 11.732
C 19.828 16.713 10.617
O 18.728 16.509 10.150
O 19.527 14.979 12.234
O 22.776 18.859 10.333
H 20.370 18.532 9.373
H 22.155 15.327 12.904
H 18.626 15.053 11.817
H 23.664 18.553 10.664
C 20.689 20.881 12.670
C 19.557 20.338 12.315
C 18.841 20.681 11.054
O 17.725 20.117 10.878
C 19.521 21.464 10.057
C 20.744 21.857 10.333
C 21.395 21.667 11.700
O 22.459 22.194 11.932
O 21.507 22.505 9.464
O 18.973 19.460 13.087
H 21.168 20.769 13.662
H 19.040 21.610 9.081
H 22.251 22.882 10.026
H 18.013 19.409 12.852
C 15.582 16.075 14.422
C 14.433 15.396 14.446
C 13.152 15.848 13.774
O 12.188 15.098 13.968
C 13.252 16.995 12.881
C 14.344 17.755 12.973
C 15.602 17.293 13.650
O 16.553 18.047 13.631
O 14.495 18.866 12.366
O 14.327 14.189 14.937
H 16.539 15.719 14.830
H 12.359 17.287 12.400
H 15.376 19.247 12.645
H 13.452 13.810 14.882
C 15.889 23.541 15.694
C 16.424 22.451 15.018
C 15.924 21.979 13.690
O 16.251 20.766 13.523
C 15.205 22.824 12.868
C 14.733 23.949 13.494
C 14.959 24.387 14.962
O 14.398 25.400 15.284
O 14.109 24.825 12.746
O 17.454 21.782 15.463
H 16.339 23.861 16.701
H 14.821 22.450 11.903
H 13.911 25.532 13.365
H 17.542 21.050 14.876
C 18.326 25.306 10.913
C 19.423 24.825 11.845
C 19.664 25.651 13.193
C 18.432 25.787 13.963
N 17.372 25.978 14.323
H 18.539 26.269 10.458
H 17.374 25.531 11.408
H 18.043 24.590 10.083
H 20.330 24.825 11.260
H 19.115 23.824 12.187
H 20.028 26.612 12.922
H 20.460 25.090 13.649
C 15.705 10.898 8.980
C 17.049 11.008 9.730
C 17.852 12.176 9.097
C 19.043 12.604 9.801
N 20.040 12.747 10.383
H 15.200 10.034 9.491
H 15.804 10.732 7.906
H 15.149 11.909 9.142
H 17.582 10.075 9.791
H 16.745 11.398 10.709
H 17.187 13.047 9.180
H 18.021 12.060 7.974
C 14.797 23.319 9.253
C 15.069 21.801 9.423
C 15.292 21.141 8.113
C 16.366 21.815 7.304
N 17.174 22.263 6.628
H 15.744 23.759 9.048
H 14.355 23.690 10.156
H 14.142 23.530 8.351
H 14.165 21.371 9.771
H 15.927 21.627 10.066
H 14.398 21.211 7.491
H 15.549 20.102 8.217
*
```